{"formula": "C44H58BeN4O2Se", "method": "ωB97M-V/def2-TZVPD", "e_tot_ev": -122377.5356, "lumo_energy_ev": [3.9, 3.9], "charge": -2, "homo_energy_ev": [-2.0034, 0.1556], "elements": ["Be", "C", "C", "C", "C", "C", "C", "C", "Se", "C", "C", "C", "C", "C", "C", "O", "C", "C", "C", "C", "C", "C", "C", "C", "C", "O", "C", "C", "C", "C", "C", "C", "H", "H", "H", "H", "H", "H", "H", "H", "H", "H", "H", "H", "H", "H", "H", "H", "H", "H", "H", "H", "H", "H", "H", "H", "H", "H", "H", "H", "H", "H", "H", "H", "H", "H", "H", "H", "H", "H", "H", "H", "C", "C", "C", "C", "N", "H", "H", "H", "H", "H", "H", "H", "H", "H", "N", "C", "C", "C", "C", "C", "C", "N", "C", "C", "C", "C", "N", "C", "C", "H", "H", "H", "H", "H", "H", "H", "H", "H"], "coordinates": [[0.344643, -0.548306, -0.871000], [-5.230353, -0.204824, 4.375200], [-5.219079, 0.671153, 3.113192], [-6.626210, 0.631291, 2.510040], [-4.914482, 2.124087, 3.506594], [-4.147871, 0.176061, 2.151692], [-2.821866, 0.152045, 2.559262], [-1.828979, -0.274670, 1.707477], [0.006182, -0.235397, 2.320669], [0.324446, 1.610419, 1.834873], [0.090400, 2.600159, 2.760759], [0.254852, 3.934456, 2.415048], [0.703373, 4.189457, 1.121878], [0.954202, 3.218839, 0.165261], [0.717154, 1.844328, 0.489266], [0.847428, 0.876863, -0.324569], [1.438528, 3.702839, -1.203043], [1.774899, 2.583015, -2.188883], [2.720747, 4.534526, -1.016820], [0.341123, 4.571945, -1.839900], [-0.031720, 5.085062, 3.371051], [1.255217, 5.891076, 3.606452], [-0.543549, 4.609017, 4.734433], [-1.102991, 6.003542, 2.761789], [-2.065870, -0.711575, 0.381925], [-1.112095, -1.132002, -0.356273], [-3.440593, -0.691187, -0.025158], [-4.414305, -0.257035, 0.855114], [-3.792804, -1.170371, -1.429392], [-5.294615, -1.093275, -1.747491], [-3.338265, -2.630367, -1.554101], [-3.041359, -0.311558, -2.454135], [-5.998427, 0.137337, 5.071555], [-5.438802, -1.239793, 4.110383], [-4.269871, -0.172352, 4.881066], [-7.350024, 1.014655, 3.231377], [-6.680534, 1.249314, 1.617495], [-6.907581, -0.388299, 2.254678], [-5.657049, 2.495900, 4.214503], [-3.931559, 2.202572, 3.962286], [-4.928983, 2.757230, 2.621784], [-2.538233, 0.468642, 3.553429], [-0.222298, 2.298389, 3.749339], [0.852026, 5.223251, 0.836358], [2.612086, 1.992198, -1.827064], [0.944278, 1.899440, -2.328670], [2.049308, 3.017393, -3.153426], [3.490741, 3.917690, -0.556347], [3.092325, 4.887136, -1.980060], [2.563443, 5.402829, -0.380236], [-0.562763, 3.979280, -1.961375], [0.102352, 5.438843, -1.225394], [0.656686, 4.927276, -2.822075], [2.037110, 5.238537, 3.988755], [1.609069, 6.337800, 2.680739], [1.084838, 6.690967, 4.329130], [0.181136, 3.956232, 5.214649], [-0.711951, 5.468754, 5.384572], [-1.483592, 4.074120, 4.626075], [-0.774574, 6.409804, 1.807982], [-2.019801, 5.443085, 2.591771], [-1.320935, 6.836081, 3.432654], [-5.437076, -0.245686, 0.515181], [-5.878679, -1.726457, -1.080704], [-5.658762, -0.070108, -1.674673], [-5.467619, -1.436132, -2.767652], [-3.822299, -3.244331, -0.794731], [-3.574919, -3.034704, -2.537149], [-2.262063, -2.666651, -1.406765], [-3.270302, 0.743061, -2.302254], [-1.966645, -0.447341, -2.340672], [-3.334038, -0.591789, -3.467061], [0.056974, -2.483242, -3.944726], [0.641188, -1.057029, -3.731673], [-0.013644, -0.116240, -4.784618], [2.161932, -1.117358, -4.060253], [0.395645, -0.576075, -2.459705], [0.315574, -2.875964, -4.928925], [-1.023274, -2.449512, -3.837958], [0.452138, -3.138904, -3.175323], [0.111209, -0.515716, -5.791957], [0.450858, 0.865741, -4.735941], [-1.071795, -0.007878, -4.563884], [2.330998, -1.408806, -5.099568], [2.642977, -1.835439, -3.402713], [2.604123, -0.137588, -3.894878], [4.477863, -6.040158, -0.215508], [5.661926, -6.694447, -0.393134], [6.026124, -8.018258, -0.259075], [7.345323, -8.355174, -0.574899], [8.248738, -7.386753, -0.988588], [7.895159, -6.051559, -1.104655], [6.576550, -5.683899, -0.813404], [5.962125, -4.482064, -0.875279], [4.686908, -4.688035, -0.524510], [3.653961, -3.729613, -0.501490], [3.909076, -2.350945, -0.739558], [2.891393, -1.443234, -0.683231], [1.609345, -1.756251, -0.437666], [1.346633, -3.052344, -0.230010], [2.291671, -4.042416, -0.242708], [3.615461, -6.437967, 0.111815], [5.318735, -8.769298, 0.075397], [7.660151, -9.388965, -0.498568], [9.263347, -7.688174, -1.228450], [8.612067, -5.307598, -1.419138], [4.925859, -2.042156, -0.930443], [3.055774, -0.390928, -0.848500], [0.309360, -3.276081, -0.027458], [1.989342, -5.063456, -0.039484]], "forces_ev_per_angstrom": [[-0.109, -0.585, 0.584], [-0.040, 0.134, -0.114], [-0.163, 0.046, 0.124], [0.232, 0.008, 0.085], [-0.091, -0.171, -0.020], [-0.087, 0.014, 0.033], [-0.172, -0.049, -0.095], [0.684, -0.021, 0.096], [-0.249, 0.304, 0.248], [-0.058, -0.778, -0.070], [0.055, 0.185, -0.022], [-0.025, 0.007, 0.148], [-0.113, -0.071, 0.163], [0.066, -0.289, -0.171], [-0.213, 0.661, 1.036], [0.192, -0.076, -0.562], [0.152, 0.128, -0.206], [-0.148, 0.076, 0.052], [-0.146, -0.010, -0.002], [0.143, -0.067, 0.058], [0.026, 0.187, 0.045], [-0.175, -0.047, 0.001], [0.100, 0.062, -0.270], [0.146, -0.074, 0.115], [-0.866, 0.386, 1.068], [0.454, -0.185, -0.671], [0.351, -0.167, -0.274], [-0.074, 0.109, 0.187], [-0.074, -0.071, -0.130], [0.327, -0.013, 0.148], [0.074, 0.110, -0.018], [0.032, -0.082, 0.104], [-0.070, 0.035, 0.096], [-0.005, -0.116, -0.014], [0.129, -0.023, 0.079], [-0.030, 0.017, 0.065], [-0.063, 0.045, -0.162], [-0.078, -0.096, -0.095], [-0.082, 0.059, 0.100], [0.126, 0.058, 0.052], [0.035, 0.099, -0.081], [0.036, 0.043, 0.101], [-0.068, 0.024, 0.077], [0.029, 0.096, -0.045], [0.076, -0.148, -0.002], [0.026, -0.112, -0.116], [0.070, 0.133, -0.062], [0.091, -0.043, 0.032], [0.017, 0.007, -0.126], [-0.016, 0.116, 0.074], [-0.132, -0.040, -0.040], [-0.044, 0.079, 0.072], [0.044, 0.025, -0.109], [0.109, -0.056, 0.041], [0.086, 0.040, -0.114], [-0.020, 0.118, 0.069], [0.052, -0.112, 0.098], [-0.019, 0.070, 0.037], [-0.114, -0.134, 0.040], [0.014, 0.043, -0.106], [-0.113, -0.050, -0.034], [-0.037, 0.118, 0.072], [-0.113, -0.026, -0.069], [-0.102, -0.039, 0.104], [-0.103, 0.133, 0.025], [0.048, -0.044, -0.092], [-0.085, -0.088, 0.057], [-0.068, -0.050, -0.192], [0.039, -0.149, -0.020], [-0.066, 0.128, -0.036], [0.009, 0.042, -0.083], [-0.009, -0.035, -0.151], [0.245, 0.304, -0.145], [-0.257, -0.504, -0.918], [0.217, -0.147, 0.313], [-0.437, 0.123, 0.316], [0.454, 0.608, -0.671], [-0.039, -0.207, -0.184], [-0.228, -0.005, 0.005], [0.106, -0.160, 0.118], [-0.036, -0.084, -0.132], [0.059, 0.149, 0.045], [-0.178, 0.018, -0.037], [-0.072, -0.081, -0.041], [0.171, -0.085, 0.057], [0.085, 0.127, 0.066], [-0.313, 0.210, 0.041], [0.366, -0.190, -0.091], [-0.064, 0.030, 0.022], [-0.033, -0.269, 0.069], [0.297, -0.192, -0.031], [-0.267, 0.188, 0.042], [0.045, -0.417, 0.074], [0.170, 0.435, -0.081], [-0.461, 0.142, -0.019], [0.197, -0.174, -0.003], [0.176, 0.165, 0.105], [0.555, 0.063, -0.044], [-0.396, 0.263, -0.153], [-0.175, -0.473, 0.202], [-0.106, -0.096, 0.152], [0.124, 0.064, -0.057], [0.005, -0.008, -0.037], [0.033, -0.007, 0.012], [-0.002, 0.008, 0.013], [0.034, 0.093, -0.047], [0.022, 0.112, -0.056], [0.180, 0.208, -0.069], [-0.164, -0.071, -0.023], [-0.143, 0.030, -0.027]], "nbo_charge": [1.69, -0.60, -0.08, -0.60, -0.60, -0.02, -0.24, -0.25, 0.29, -0.25, -0.26, -0.03, -0.25, -0.03, 0.35, -0.90, -0.09, -0.60, -0.59, -0.59, -0.08, -0.60, -0.60, -0.60, 0.35, -0.91, -0.02, -0.27, -0.08, -0.60, -0.61, -0.62, 0.18, 0.21, 0.21, 0.19, 0.21, 0.21, 0.18, 0.21, 0.21, 0.20, 0.21, 0.18, 0.21, 0.27, 0.17, 0.21, 0.19, 0.19, 0.22, 0.19, 0.19, 0.21, 0.20, 0.18, 0.21, 0.19, 0.21, 0.20, 0.21, 0.18, 0.19, 0.20, 0.20, 0.20, 0.19, 0.18, 0.26, 0.20, 0.27, 0.18, -0.63, 0.06, -0.61, -0.61, -0.89, 0.17, 0.20, 0.21, 0.18, 0.20, 0.20, 0.18, 0.22, 0.20, -0.59, 0.18, -0.31, -0.28, -0.25, -0.27, 0.10, -0.53, 0.31, -0.07, -0.29, 0.02, -0.66, 0.03, -0.31, 0.40, 0.19, 0.19, 0.19, 0.20, 0.22, 0.20, 0.20, 0.18]}


{"formula": "C39H33F6N3O4", "method": "ωB97M-V/def2-TZVPD", "e_tot_ev": -69937.0913, "lumo_energy_ev": -1.7, "charge": 0, "homo_energy_ev": -6.8300, "elements": ["F", "C", "F", "F", "C", "N", "C", "C", "C", "C", "C", "C", "C", "C", "C", "C", "C", "C", "C", "C", "C", "N", "C", "C", "F", "F", "F", "C", "C", "C", "C", "C", "C", "C", "C", "C", "C", "H", "H", "H", "H", "H", "H", "H", "H", "H", "H", "H", "H", "H", "H", "H", "H", "H", "H", "H", "H", "H", "H", "H", "C", "C", "O", "C", "C", "C", "C", "C", "C", "N", "O", "O", "C", "C", "O", "H", "H", "H", "H", "H", "H", "H", "H", "H", "H"], "coordinates": [[-0.286642, -6.048694, -3.638115], [-0.189846, -4.747206, -4.011150], [0.740952, -4.139845, -3.199476], [0.314685, -4.697475, -5.292514], [-1.485661, -3.995127, -3.972048], [-1.210564, -2.598158, -4.351553], [-1.724441, -2.164541, -5.594444], [-3.119541, -2.130213, -5.790795], [-3.641730, -1.790586, -7.042578], [-2.777384, -1.558296, -8.117831], [-1.391199, -1.620874, -7.935268], [-0.860739, -1.918634, -6.673152], [-0.786117, -1.724579, -3.367722], [0.230533, -0.764648, -3.611239], [0.744553, -0.011949, -2.577694], [0.217753, -0.076907, -1.233936], [0.808439, 0.556439, -0.081136], [0.171954, 0.575190, 1.219768], [0.444979, 1.617744, 2.166164], [-0.317363, 1.809674, 3.306582], [-1.467153, 1.018334, 3.566563], [-2.285147, 1.283668, 4.651707], [-1.637656, 1.738392, 5.907762], [-1.382945, 0.522109, 6.750926], [-0.793897, 0.763637, 7.955101], [-2.584061, -0.113481, 6.986250], [-0.591899, -0.367980, 6.057739], [-3.684062, 1.385289, 4.610226], [-4.541121, 0.320748, 4.266735], [-5.930919, 0.481464, 4.391303], [-6.465633, 1.682878, 4.875608], [-5.621713, 2.741802, 5.218117], [-4.241337, 2.590971, 5.089356], [-1.726735, -0.043474, 2.670408], [-0.788752, -0.376297, 1.703278], [-1.020079, -0.785325, -1.156929], [-1.415691, -1.701544, -2.098563], [-2.147532, -4.411866, -4.733997], [-1.903759, -4.044312, -2.961906], [-3.779123, -2.352664, -4.947188], [-4.723647, -1.709387, -7.177018], [-3.180430, -1.307879, -9.101570], [-0.700396, -1.438386, -8.761433], [0.215261, -2.001212, -6.501225], [0.598254, -0.667674, -4.643220], [1.569249, 0.662952, -2.800150], [1.626370, 1.337031, -0.271427], [1.279424, 2.296312, 1.988559], [-0.081486, 2.643422, 3.976836], [-0.690707, 2.243733, 5.707046], [-2.337838, 2.384740, 6.445998], [-4.120794, -0.636478, 3.944804], [-6.583125, -0.348956, 4.104596], [-7.543978, 1.799498, 4.976627], [-6.011228, 3.696763, 5.580769], [-3.563176, 3.405849, 5.359692], [-2.654707, -0.594720, 2.761724], [-0.816473, -1.378753, 1.275694], [-1.670949, -0.611553, -0.297734], [-2.274422, -2.350533, -1.893448], [3.859330, -0.964248, -4.151500], [4.269654, 0.076676, -3.153845], [3.506502, -0.177344, -1.934427], [3.635802, 0.870198, -1.105165], [2.966280, 0.692677, 0.208580], [3.662685, 1.375285, 1.274369], [4.529957, 2.482952, 1.058255], [5.372063, 2.956591, 2.038711], [5.293780, 2.409778, 3.336482], [6.207876, 2.862610, 4.332303], [6.154166, 2.357235, 5.481375], [7.028749, 3.764084, 4.027949], [4.339352, 1.409161, 3.628532], [3.534727, 0.897751, 2.620661], [4.231516, 1.887070, -1.488008], [4.597406, -1.006392, -4.959776], [3.768143, -1.958529, -3.703412], [2.895647, -0.706255, -4.610091], [5.327181, -0.009577, -2.860942], [4.063504, 1.085802, -3.538512], [2.689079, -0.347614, 0.471810], [4.612524, 2.911229, 0.063968], [6.122248, 3.708285, 1.812346], [4.280247, 1.012942, 4.639149], [2.842974, 0.081203, 2.831714]], "forces_ev_per_angstrom": [[0.034, 1.001, -0.317], [1.518, 0.076, -0.364], [-0.755, -0.867, -0.695], [-0.266, -0.394, 1.227], [-0.208, 1.153, -0.164], [-0.278, -1.469, 0.145], [-0.371, -0.097, -1.172], [0.404, 0.346, -0.156], [0.223, -0.131, 0.091], [0.187, 0.133, 0.092], [0.021, 0.031, 0.381], [-0.465, 0.016, 0.089], [0.424, 1.255, 1.091], [-0.769, -0.739, -0.311], [-0.089, 0.462, 1.082], [-0.062, -0.940, -1.623], [-0.476, 2.719, -0.358], [0.266, -0.187, 1.962], [-0.178, -0.135, -0.546], [-0.292, -0.187, 0.148], [0.644, -0.052, -1.508], [0.942, 0.609, 1.203], [-0.464, 0.094, -0.751], [-0.160, -1.627, 0.182], [-0.541, -0.098, -1.191], [1.295, 0.445, 0.076], [-0.637, 0.754, 0.963], [-1.372, 0.096, 0.482], [-0.005, 0.400, 0.129], [0.387, 0.292, -0.057], [0.043, -0.172, -0.169], [0.391, -0.153, -0.074], [-0.259, -0.345, -0.367], [0.467, 0.417, 0.624], [0.267, 0.470, -0.915], [0.536, -0.154, 0.998], [0.029, 0.242, -1.012], [-0.052, -0.171, 0.373], [-0.070, -0.319, -0.261], [0.188, 0.122, -0.275], [0.387, -0.103, 0.014], [0.104, -0.102, 0.327], [-0.334, -0.063, 0.181], [-0.358, 0.014, -0.180], [-0.020, -0.002, 0.681], [-0.270, -0.208, 0.152], [-2.880, 0.137, 0.071], [-0.343, -0.043, -0.109], [0.052, -0.376, -0.433], [-0.269, -0.035, 0.277], [0.531, -0.132, 0.016], [-0.308, 0.412, 0.243], [0.187, 0.353, 0.194], [0.253, -0.073, -0.028], [-0.002, -0.410, -0.121], [-0.412, -0.190, -0.194], [0.529, -0.387, 0.193], [-0.282, 0.445, -0.122], [0.368, -0.306, -0.408], [0.212, 0.457, -0.165], [-0.183, -0.317, -0.563], [-0.012, -0.517, 0.029], [0.549, 0.487, -0.196], [0.080, 0.948, -0.275], [2.550, -2.350, -0.305], [-0.219, 0.548, 1.526], [-0.073, -0.028, -0.157], [-0.059, -0.449, 0.953], [-0.993, -0.522, -1.242], [1.742, 1.034, 2.198], [0.007, 0.848, -2.226], [-1.586, -1.772, 0.505], [0.435, 0.306, 0.004], [0.413, 0.391, -0.657], [-1.054, -1.370, 0.503], [-0.088, -0.039, 0.115], [0.089, 0.154, -0.049], [0.215, -0.135, 0.163], [-0.303, 0.200, -0.299], [0.178, -0.362, 0.315], [0.759, 0.546, -0.426], [-0.082, -0.149, 0.519], [-0.252, -0.060, 0.129], [0.036, 0.124, -0.202], [0.216, 0.201, -0.006]], "mulliken_charge": [-0.28, 0.92, -0.26, -0.26, -1.04, 0.74, -0.40, 0.07, -0.82, -0.32, -0.89, -0.02, 0.64, -1.07, -0.62, 0.91, -1.04, 1.30, -1.32, -0.53, 1.21, 0.47, -1.09, 0.84, -0.28, -0.26, -0.25, 0.28, -0.15, -0.76, -0.37, -0.83, -0.21, -0.39, -1.52, -1.26, -0.78, 0.43, 0.38, 0.41, 0.36, 0.37, 0.37, 0.42, 0.43, 0.82, -0.01, 0.56, 0.42, 0.31, 0.56, 0.41, 0.36, 0.37, 0.37, 0.48, 0.03, 0.85, 0.97, 0.36, -0.97, -0.28, -0.28, 0.32, -0.19, -0.19, -0.32, -0.70, -0.05, 0.94, -0.61, -0.60, -0.79, -0.13, -0.72, 0.43, 0.28, 0.12, 0.37, 0.31, 0.62, 0.66, 0.48, 0.48, 0.46]}


Question: charge of number 1 (C44H58BeN4O2Se)?
Answer: -2


Question: The lowest charge belongs to which entry?
Answer: C44H58BeN4O2Se


Question: Which of these has the highest charge?
Answer: C39H33F6N3O4